This record from OMol25 describes a gas-phase ion, C25H49Cl2IN4O6P (charge +1) in a non-equilibrium geometry. The level of theory is ωB97M-V with the def2-TZVPD basis set.

ORCA input file:
```
! RIJCOSX wB97M-V def2-TZVPD def2/J DEFGRID3
* xyz 1 1
C -4.489 -4.557 0.480
C -4.544 -3.215 -0.223
O -3.948 -3.352 -1.521
P -4.191 -2.433 -2.791
O -3.916 -3.147 -4.034
C -3.036 -1.051 -2.617
C -1.606 -1.623 -2.659
C -0.615 -0.676 -3.352
N 0.729 -0.616 -2.716
C 1.817 -1.191 -3.493
C 1.630 -2.693 -3.671
O 1.022 -3.359 -2.920
I 2.637 -3.472 -5.356
C 0.847 -0.022 -1.554
N -0.261 0.657 -1.015
C 0.382 1.712 -0.210
C -0.619 2.571 0.578
N -0.929 3.852 -0.023
C 0.170 4.812 0.052
C 1.583 0.974 0.411
C 2.744 1.875 0.819
C 2.671 2.512 2.207
C 4.027 3.057 2.689
C 3.803 3.977 3.887
C 4.805 3.781 1.586
O 1.261 -0.042 1.330
C 0.474 0.180 2.497
C 1.114 -0.513 3.731
C 0.137 -1.459 4.419
O 2.310 -1.169 3.335
N 1.960 0.150 -0.815
C 3.090 -0.757 -0.643
Cl 4.481 -0.210 -1.641
C 2.836 -2.260 -0.846
C 1.560 -2.772 -0.202
Cl 4.236 -3.103 -0.109
O -5.662 -1.867 -2.646
C -6.088 -0.525 -2.358
C -6.016 -0.134 -0.896
H -5.347 -5.177 0.220
H -3.590 -5.096 0.175
H -4.477 -4.424 1.562
H -3.992 -2.450 0.336
H -5.571 -2.871 -0.348
H -3.190 -0.416 -1.743
H -3.223 -0.429 -3.501
H -1.254 -1.827 -1.644
H -1.619 -2.576 -3.187
H -1.009 0.339 -3.387
H -0.430 -0.997 -4.378
H 2.785 -1.006 -3.023
H 1.841 -0.709 -4.473
H -0.783 0.011 -0.420
H 0.848 2.357 -0.967
H -1.556 2.010 0.673
H -0.257 2.757 1.589
H -1.185 3.711 -0.996
H 1.035 4.572 -0.586
H -0.188 5.800 -0.236
H 0.517 4.870 1.085
H 3.680 1.315 0.764
H 2.814 2.652 0.050
H 1.946 3.335 2.224
H 2.350 1.762 2.931
H 4.609 2.195 3.038
H 3.268 3.462 4.691
H 4.752 4.331 4.293
H 3.204 4.847 3.599
H 4.144 4.410 0.982
H 5.564 4.432 2.023
H 5.332 3.096 0.918
H 0.376 1.244 2.698
H -0.528 -0.227 2.310
H 1.400 0.274 4.438
H -0.889 -1.089 4.361
H 0.381 -1.581 5.475
H 0.170 -2.445 3.945
H 2.334 -2.052 3.723
H 3.406 -0.631 0.387
H 2.889 -2.537 -1.898
H 0.674 -2.309 -0.643
H 1.582 -2.587 0.871
H 1.486 -3.844 -0.383
H -5.535 0.169 -2.998
H -7.126 -0.498 -2.686
H -6.289 0.920 -0.805
H -5.024 -0.269 -0.463
H -6.726 -0.714 -0.305
*
```

Calculated values
HOMO-LUMO gap: 9.35 eV
structure (SMILES): CCOP(=O)(CCCN(CC(=O)I)C1=[N+]([C@H](Cl)[C@H](C)Cl)[C@](CCC(C)C)(OC[C@@H](C)O)[C@H](CNC)N1)OCC
energy relative to the best compared isomer or geometry (same formula, charge and spin): 0.0 kcal/mol
LUMO energy: -2.70 eV

=====

This record from OMol25 describes 4 unconnected molecules or ions with the total composition C25H49F8IN5O4 in a non-equilibrium geometry. The level of theory is ωB97M-V with the def2-TZVPD basis set.

ORCA input file:
```
! RIJCOSX wB97M-V def2-TZVPD def2/J DEFGRID3
* xyz 1 1
C -2.251 3.058 2.123
C -1.087 2.275 1.292
I 0.663 3.627 1.325
C -0.645 0.951 2.093
N -1.088 -0.337 1.474
C -1.483 -0.613 0.072
C -1.855 -2.109 0.162
N -1.641 -2.612 1.528
C -1.153 -1.484 2.328
C -0.845 -1.676 3.885
C 0.671 -1.352 4.311
O 1.677 -2.118 3.613
C 1.408 -3.535 3.645
C 2.674 -4.456 3.314
F 2.142 -5.782 3.064
F 3.460 -4.567 4.495
C 3.493 -4.044 1.992
F 3.838 -5.281 1.333
F 2.573 -3.337 1.129
C 4.840 -3.216 2.251
F 5.828 -3.958 2.996
F 4.557 -2.010 2.995
C 5.598 -2.728 0.905
F 5.679 -1.291 0.797
F 5.052 -3.269 -0.295
H -2.160 4.191 1.962
H -2.104 2.853 3.239
H -3.288 2.679 1.770
H -1.352 2.112 0.194
H 0.508 0.945 2.112
H -1.005 0.987 3.193
H -1.497 0.120 -0.800
H -2.250 -2.766 -0.699
H -1.820 -3.569 1.866
H -1.206 -2.727 4.184
H -1.543 -0.938 4.448
H 0.820 -1.530 5.449
H 0.831 -0.221 4.118
H 0.537 -3.881 2.986
H 1.095 -3.787 4.736
H 6.698 -3.084 0.956
C 4.726 0.809 -2.490
C 4.043 1.414 -1.268
C 2.801 0.622 -0.803
O 1.636 0.843 -1.597
C 1.566 0.047 -2.771
N 3.713 2.818 -1.551
H 4.167 0.980 -3.412
H 5.716 1.253 -2.630
H 4.862 -0.270 -2.368
H 4.770 1.393 -0.449
H 2.541 0.969 0.204
H 3.017 -0.450 -0.714
H 1.991 -0.950 -2.620
H 2.066 0.553 -3.598
H 0.513 -0.064 -3.043
H 3.338 3.242 -0.704
H 2.918 2.817 -2.192
C -7.664 -0.396 3.259
C -6.152 -0.583 3.354
C -5.562 -0.146 4.710
O -5.422 1.263 4.860
C -6.600 1.931 5.285
N -5.514 0.121 2.234
H -7.951 0.651 3.142
H -8.060 -0.934 2.393
H -8.163 -0.789 4.149
H -5.954 -1.655 3.241
H -4.545 -0.550 4.779
H -6.122 -0.573 5.550
H -7.188 1.326 5.981
H -7.205 2.214 4.422
H -6.302 2.850 5.794
H -4.514 -0.079 2.251
H -5.562 1.121 2.439
C 2.725 1.813 -7.162
C 1.423 1.054 -7.400
C 0.507 1.719 -8.449
O -0.210 2.850 -7.966
C 0.519 4.067 -7.996
N 0.733 0.877 -6.116
H 2.580 2.726 -6.581
H 3.432 1.190 -6.606
H 3.199 2.084 -8.110
H 1.693 0.064 -7.783
H -0.256 0.989 -8.737
H 1.058 1.968 -9.365
H 1.188 4.125 -8.860
H 1.083 4.191 -7.069
H -0.197 4.889 -8.058
H -0.090 0.295 -6.266
H 0.341 1.783 -5.855
*
```

Calculated values
HOMO-LUMO gap: 7.48 eV
energy relative to the best compared isomer or geometry (same formula, charge and spin): 130.1 kcal/mol
LUMO energy: -3.36 eV

=====

This record from OMol25 describes a molecular structure, C25H50AlCl2P2 in a non-equilibrium geometry. The level of theory is ωB97M-V with the def2-TZVPD basis set.

ORCA input file:
```
! RIJCOSX wB97M-V def2-TZVPD def2/J DEFGRID3
* xyz -1 1
Al -0.182 -0.816 -1.728
Cl -0.028 0.048 -3.689
P -0.570 -3.025 -1.116
C 0.541 -3.817 -2.363
C -0.232 -3.662 0.568
C -2.300 -3.186 -1.706
C 1.903 -3.102 -2.478
H -0.025 -3.644 -3.293
C 0.718 -5.323 -2.163
H 1.198 -5.557 -1.208
H 1.373 -5.679 -2.967
H -0.229 -5.870 -2.239
H 1.815 -2.093 -2.914
H 2.540 -3.695 -3.148
H 2.411 -3.012 -1.509
H -2.226 -2.725 -2.709
C -3.285 -2.349 -0.873
C -2.773 -4.632 -1.899
H -2.303 -5.093 -2.776
H -3.856 -4.623 -2.080
H -2.583 -5.263 -1.019
H -2.841 -1.440 -0.439
H -3.734 -2.944 -0.068
H -4.090 -2.024 -1.543
C 1.178 -3.259 1.031
H -0.286 -4.758 0.433
C -1.271 -3.232 1.611
H 1.971 -3.735 0.441
H 1.299 -3.572 2.074
H 1.317 -2.171 0.985
H -1.328 -2.138 1.687
H -0.945 -3.610 2.587
H -2.272 -3.633 1.417
H 1.207 -0.552 -0.946
H -1.253 0.091 -0.924
P 0.362 3.358 -0.766
C -0.793 3.959 -2.051
C 0.249 4.174 0.863
C 1.958 3.298 -1.653
C -2.055 3.076 -2.053
H -0.254 3.756 -2.993
C -1.083 5.454 -1.994
H -1.571 5.747 -1.061
H -1.759 5.694 -2.818
H -0.182 6.054 -2.138
H -1.809 2.067 -2.400
H -2.806 3.499 -2.727
H -2.497 2.989 -1.050
H 1.666 2.795 -2.594
C 2.988 2.390 -0.964
C 2.517 4.677 -2.004
H 1.979 5.142 -2.836
H 3.554 4.558 -2.333
H 2.514 5.360 -1.149
H 2.541 1.453 -0.618
H 3.475 2.894 -0.125
H 3.766 2.140 -1.695
C -1.118 3.936 1.536
H 0.364 5.241 0.596
C 1.373 3.730 1.817
H -1.965 4.143 0.878
H -1.213 4.612 2.397
H -1.189 2.896 1.887
H 1.279 2.657 2.051
H 1.294 4.303 2.747
H 2.368 3.922 1.412
Cl -2.476 -0.657 4.148
C -0.784 -0.574 4.356
C -0.221 -0.948 5.568
C 1.174 -0.924 5.740
C 2.001 -0.519 4.688
C 1.465 -0.152 3.467
C 0.033 -0.153 3.242
C -0.507 0.190 2.009
H -0.871 -1.262 6.384
H 1.599 -1.222 6.698
H 3.078 -0.493 4.834
H 2.114 0.141 2.637
H -1.568 0.361 1.875
H 0.147 0.336 1.155
*
```

Calculated values
HOMO-LUMO gap: 4.15 eV
LUMO energy: 2.30 eV